A molecular structure, C23H30Br2CdNOPSbTe. Source: OMol25; level of theory: ωB97M-V/def2-TZVPD.

Geometry as XYZ:
```
61
C23H30Br2CdNOPSbTe ωB97M-V/def2-TZVPD
Cd 0.23 -1.08 -1.50
Br -0.03 4.12 -0.67
C 1.53 3.08 -0.93
C 2.78 3.69 -0.77
C 3.93 2.98 -0.94
Br 5.60 3.87 -0.71
C 3.89 1.61 -1.28
C 5.01 0.78 -1.47
C 4.85 -0.55 -1.74
C 3.54 -1.07 -1.82
N 2.49 -0.31 -1.69
C 2.62 1.01 -1.43
C 1.37 1.74 -1.30
O 0.24 1.18 -1.50
H 2.82 4.74 -0.49
H 6.00 1.20 -1.38
H 5.70 -1.21 -1.86
H 3.36 -2.13 -1.99
C -5.14 -1.77 -2.66
C -5.11 -0.36 -2.08
Sb -3.09 0.19 -1.53
C -3.50 2.22 -0.87
C -4.77 2.43 -0.06
C -3.09 -0.70 0.44
C -4.43 -1.14 1.03
H -6.15 -2.07 -2.94
H -4.76 -2.51 -1.95
H -4.51 -1.85 -3.55
H -5.76 -0.27 -1.21
H -5.45 0.37 -2.82
H -3.49 2.85 -1.76
H -2.61 2.50 -0.30
H -5.66 2.12 -0.60
H -4.90 3.49 0.21
H -4.74 1.86 0.88
H -2.60 0.04 1.08
H -2.41 -1.56 0.35
H -5.12 -0.31 1.13
H -4.29 -1.58 2.02
H -4.91 -1.89 0.40
C 0.40 0.83 2.64
P 0.43 -0.57 1.46
C -0.38 -1.89 2.43
C 2.18 -1.11 1.56
C 3.22 -0.19 1.75
C 4.54 -0.60 1.73
C 4.86 -1.93 1.53
C 3.84 -2.85 1.32
C 2.51 -2.44 1.32
H 0.85 1.72 2.19
H 0.90 0.61 3.58
H -0.65 1.07 2.84
H 0.17 -2.13 3.34
H -0.47 -2.78 1.80
H -1.39 -1.56 2.69
H 2.99 0.86 1.90
H 5.33 0.13 1.88
H 5.89 -2.25 1.52
H 4.07 -3.89 1.13
H 1.73 -3.16 1.11
Te -0.43 -3.58 -1.44
```

Energy = -7189.90761 Ha
Net charge = -1
Energy above the lowest of the compared OMol25 structures with the same formula, charge and spin = 0.000 eV
HOMO level = -3.303 eV

Atom charges from the natural (NBO) analysis, given in e for atoms 1 to 4: 1.297, 0.033, -0.208, -0.225

---

12 unconnected molecules or ions with the total composition C70H136F15N7O16 in a non-equilibrium geometry. Source: OMol25; level of theory: ωB97M-V/def2-TZVPD.

Geometry as XYZ:
```
244
C70H136F15N7O16 ωB97M-V/def2-TZVPD
C -8.22 8.54 28.31
C -7.58 9.49 29.24
O -7.54 9.35 30.45
N -7.02 10.59 28.55
H -4.93 9.34 28.55
H -7.22 10.69 27.54
C -7.04 11.88 29.33
H -8.39 8.94 27.32
H -9.21 8.28 28.72
H -7.63 7.56 28.29
H -6.44 11.64 30.22
H -8.01 12.26 29.64
H -6.55 12.65 28.74
C 3.72 13.86 32.93
C 4.35 14.77 31.91
O 4.77 15.91 32.24
N 4.37 14.33 30.66
H 2.15 14.70 29.71
H 3.89 13.39 30.47
C 4.93 15.09 29.51
H 3.05 14.47 33.55
H 4.62 13.62 33.49
H 3.21 13.02 32.41
H 5.98 15.32 29.72
H 4.34 15.96 29.34
H 4.82 14.61 28.56
C 2.12 9.26 23.52
C 2.77 8.08 24.21
C 2.94 8.32 25.68
N 3.79 7.35 26.47
C 5.23 7.63 26.24
C 3.52 5.90 26.34
C 3.90 5.26 27.72
C 4.20 6.34 28.74
C 3.53 7.51 28.05
H 1.81 9.06 22.48
H 2.80 10.12 23.52
H 1.21 9.57 24.04
H 3.74 7.98 23.66
H 2.12 7.24 24.02
H 1.96 8.37 26.17
H 3.44 9.27 25.79
H 5.79 6.83 26.63
H 5.53 8.60 26.64
H 5.44 7.66 25.19
H 3.99 5.53 25.42
H 2.45 5.87 26.14
H 4.79 4.67 27.50
H 3.14 4.59 28.15
H 5.23 6.55 28.86
H 3.70 6.13 29.70
H 3.81 8.55 28.26
H 2.48 7.43 28.15
C 3.34 18.30 26.61
C 4.83 18.43 26.75
C 5.30 19.84 26.22
C 6.69 20.22 26.72
C 6.64 20.35 28.24
C 6.32 18.96 28.88
N 5.11 18.46 28.25
O 4.11 18.30 28.91
C 6.17 19.08 30.43
C 7.54 18.13 28.60
C 5.60 17.32 26.04
H 3.13 18.31 25.53
H 2.91 19.17 27.10
H 2.95 17.37 27.03
H 4.42 20.41 26.16
H 5.52 19.58 25.16
H 6.91 21.27 26.34
H 7.36 19.44 26.36
H 5.89 21.08 28.60
H 7.60 20.53 28.68
H 5.59 19.95 30.57
H 7.13 19.34 30.82
H 5.84 18.23 31.00
H 8.41 18.64 28.95
H 7.72 17.87 27.59
H 7.51 17.26 29.23
H 6.68 17.25 26.01
H 5.32 17.32 25.02
H 5.15 16.50 26.55
C -2.06 21.67 25.53
C -0.75 20.96 25.93
C -0.85 20.21 27.27
C -1.89 19.09 27.40
C -2.32 18.50 26.06
C -1.27 18.54 24.94
N -0.61 19.92 24.73
O -0.07 20.15 23.83
C -1.94 18.16 23.62
C -0.13 17.51 25.22
C 0.46 21.86 25.94
H -3.00 21.02 25.76
H -1.97 22.05 24.49
H -2.24 22.56 26.19
H -0.95 21.02 27.96
H 0.16 19.88 27.51
H -2.83 19.43 27.89
H -1.38 18.35 28.08
H -3.23 18.93 25.66
H -2.40 17.44 26.12
H -1.27 17.84 22.86
H -2.36 19.10 23.27
H -2.79 17.46 23.75
H 0.67 17.60 24.47
H -0.54 16.55 25.02
H 0.30 17.64 26.19
H 0.29 22.48 26.79
H 0.59 22.53 25.08
H 1.35 21.25 26.06
C 1.04 11.24 26.61
C 0.91 12.72 26.88
C 0.74 13.50 25.61
C -0.55 13.29 24.96
C -1.73 13.83 25.83
C -1.81 12.96 27.07
N -0.40 13.07 27.74
O -0.19 13.53 28.73
C -2.19 11.50 26.83
C -2.67 13.59 28.07
C 2.15 13.23 27.66
H 2.10 11.18 26.29
H 0.34 10.73 25.89
H 0.96 10.78 27.59
H 1.55 13.13 25.03
H 0.99 14.52 25.87
H -0.67 12.22 24.75
H -0.80 13.89 24.06
H -2.72 13.92 25.33
H -1.41 14.82 26.07
H -3.18 11.51 26.38
H -2.22 10.94 27.80
H -1.38 11.00 26.32
H -3.73 13.61 27.91
H -2.41 14.62 28.29
H -2.56 13.05 29.01
H 2.31 14.24 27.42
H 2.99 12.65 27.22
H 2.09 13.12 28.72
C -3.06 11.70 22.70
C -3.92 10.46 22.21
C -4.73 9.88 23.31
C -5.79 10.79 23.91
C -6.73 11.27 22.84
C -6.16 11.90 21.63
N -4.98 10.92 21.33
O -4.95 10.60 20.13
C -5.61 13.30 21.83
C -7.10 12.01 20.48
C -3.07 9.35 21.55
H -2.76 12.42 21.88
H -2.16 11.20 23.18
H -3.59 12.21 23.56
H -4.06 9.58 24.07
H -5.31 8.91 23.09
H -5.41 11.60 24.60
H -6.47 10.29 24.58
H -7.53 12.02 23.20
H -7.30 10.35 22.59
H -6.54 13.92 22.03
H -5.04 13.66 20.96
H -5.04 13.45 22.73
H -7.86 12.75 20.78
H -7.67 11.07 20.16
H -6.54 12.37 19.61
H -2.59 9.75 20.64
H -3.76 8.59 21.19
H -2.42 8.84 22.33
C 5.08 12.16 25.90
O 5.39 12.35 27.26
O 4.11 11.22 25.76
C 4.72 13.60 25.32
F 3.67 13.58 24.43
F 4.26 14.51 26.29
F 5.60 14.35 24.62
C 5.69 11.26 28.14
C 6.49 11.63 29.39
H 6.57 10.84 30.10
H 7.51 11.93 28.98
H 5.96 12.50 29.71
H 6.18 10.48 27.60
H 4.74 10.80 28.50
H 5.94 11.95 25.24
C -3.34 8.17 29.24
O -4.21 8.12 30.32
O -3.91 9.17 28.34
C -2.03 8.76 29.78
F -1.11 8.97 28.84
F -2.23 9.89 30.42
F -1.55 7.84 30.59
C -4.27 6.85 31.02
C -5.69 6.54 31.16
H -6.30 7.38 31.54
H -6.05 6.25 30.16
H -5.82 5.74 31.86
H -3.73 7.06 31.94
H -3.79 6.06 30.47
H -3.07 7.13 28.91
C 1.14 16.10 30.73
O 0.03 15.39 31.17
O 1.75 15.58 29.59
C 0.86 17.56 30.36
F 0.33 17.64 29.14
F -0.12 18.12 31.15
F 1.95 18.33 30.34
C 0.00 14.87 32.50
C -0.50 13.41 32.47
H -0.51 13.11 33.53
H -1.52 13.31 32.08
H 0.24 12.86 31.94
H -0.71 15.53 33.00
H 1.03 14.98 32.93
H 1.80 16.25 31.57
C -5.65 14.49 25.21
O -6.52 14.84 24.10
O -4.77 13.56 24.93
C -5.02 15.81 25.72
F -4.94 15.74 27.06
F -3.75 15.88 25.24
F -5.62 16.91 25.44
C -7.95 14.65 24.14
C -8.60 15.98 23.87
H -9.71 15.90 23.95
H -8.27 16.69 24.61
H -8.26 16.44 22.93
H -8.24 14.32 25.17
H -8.24 13.87 23.46
H -6.47 14.23 25.92
C 2.63 11.06 31.17
O 3.82 10.18 31.40
O 2.68 12.08 30.37
C 1.50 10.17 30.66
F 1.05 9.24 31.49
F 0.43 10.92 30.27
F 1.83 9.51 29.50
C 4.56 10.59 32.53
C 5.63 9.56 32.86
H 5.17 8.58 33.00
H 6.32 9.45 31.98
H 6.14 9.77 33.76
H 3.83 10.80 33.31
H 5.12 11.54 32.45
H 2.31 11.24 32.19
```

Energy = -5832.80723 Ha
Net charge = +2
HOMO level = -10.725 eV

Atom charges from the Löwdin analysis, given in e for atoms 1 to 4: -0.010, -0.564, 0.073, -0.012

---

A single C4H4S2 molecule in a non-equilibrium geometry. Source: OMol25; level of theory: ωB97M-V/def2-TZVPD.

Geometry as XYZ:
```
10
C4H4S2 ωB97M-V/def2-TZVPD
S 2.16 0.05 -0.01
C 0.54 0.13 0.01
C -0.31 1.39 0.03
C -1.75 1.03 -0.06
C -1.95 -0.26 0.04
S -0.53 -1.22 0.00
H 0.03 2.07 -0.75
H 0.02 1.97 0.93
H -2.50 1.79 -0.05
H -2.93 -0.78 -0.03
```

Energy = -951.15982 Ha
Net charge = 0
Energy above the lowest of the compared OMol25 structures with the same formula, charge and spin = 0.345 eV
Structure (SMILES) = S=C1CC=CS1
HOMO level = -8.504 eV

Atom charges from the natural (NBO) analysis, given in e for atoms 1 to 4: 0.002, -0.297, -0.537, -0.200